C5H14O2 | the ωB97M-V functional and the def2-TZVPD basis

For the largest force on an atom, the calculation gives 0.0731 hartree/bohr. The HOMO energy is -10.194 eV. For the lowest unoccupied orbital energy, the calculation gives 0.73 eV. The net charge is 0. For the calculated total energy, the calculation gives -349.32558 Eh. As for the energy relative to the best compared isomer or geometry (same formula, charge and spin): 31.5 kcal per mole.

```
21
Properties=species:S:1:pos:R:3:mulliken_charge:R:1
C 1.44 -0.85 -0.07 -1.744
C 1.20 0.40 0.71 0.958
C 1.43 0.14 2.20 -1.436
C -0.15 1.11 0.45 -1.193
C -0.17 2.47 -0.19 -0.343
O 0.32 3.42 0.84 -0.552
H 1.13 -0.85 -1.16 0.345
H 2.43 -1.21 0.05 0.392
H 0.61 -1.46 0.30 0.470
H 1.88 1.24 0.46 0.301
H 2.36 0.65 2.44 0.332
H 1.61 -0.91 2.36 0.406
H 0.79 0.50 3.00 0.372
H -0.78 0.33 -0.05 0.432
H -0.83 1.16 1.35 0.403
H 0.69 2.56 -0.89 0.259
H -1.10 2.83 -0.63 0.287
H 0.53 2.97 1.66 0.312
O -3.57 -5.50 -3.45 -0.644
H -3.18 -5.15 -2.62 0.323
H -2.85 -5.60 -4.08 0.321
```



C12H13ClOPb | the ωB97M-V functional and the def2-TZVPD basis

For the largest force on an atom, the calculation gives 0.0701 hartree/bohr. The HOMO energy is 0.475 eV. For the lowest unoccupied orbital energy, the calculation gives 5.06 eV. The net charge is -2. For the calculated total energy, the calculation gives -1193.21970 Eh.

```
28
Properties=species:S:1:pos:R:3:mulliken_charge:R:1
C -3.08 -1.17 -0.61 -0.610
C -2.07 -1.42 -1.59 -0.934
C -1.41 -0.19 -1.85 -0.152
H -1.89 -2.36 -2.11 0.342
C -1.99 0.81 -1.02 -0.288
C -3.06 0.24 -0.30 -0.774
H -3.80 0.78 0.29 0.363
H -3.82 -1.89 -0.27 0.481
H -0.67 -0.03 -2.62 0.463
H -1.70 1.86 -1.00 0.309
Pb -1.24 -1.43 1.51 0.751
Cl 0.42 -3.26 1.53 -0.629
C 3.19 0.12 -0.23 -0.546
C 2.42 1.25 -0.61 -0.678
C 1.70 0.92 -1.79 -0.497
H 2.40 2.22 -0.10 0.374
C 2.02 -0.43 -2.15 -0.474
C 2.94 -0.93 -1.18 -0.581
H 3.36 -1.93 -1.17 0.348
H 3.84 0.06 0.64 0.371
H 1.04 1.59 -2.34 0.438
H 1.63 -0.98 -3.00 0.376
C -0.02 0.90 3.78 -1.298
C -0.21 0.86 2.30 0.281
O -0.07 1.67 1.43 -0.397
H 0.72 0.13 4.07 0.285
H -0.99 0.69 4.28 0.292
H 0.32 1.90 4.11 0.383
```



C5H4N2O | the ωB97M-V functional and the def2-TZVPD basis

For the largest force on an atom, the calculation gives 0.2112 hartree/bohr. The HOMO energy is -9.027 eV. For the lowest unoccupied orbital energy, the calculation gives 0.48 eV. The net charge is 0. For the calculated total energy, the calculation gives -377.55347 Eh. As for the energy relative to the best compared isomer or geometry (same formula, charge and spin): 69.4 kcal per mole.

```
12
Properties=species:S:1:pos:R:3:mulliken_charge:R:1
N -3.80 -0.62 -0.13 -0.451
C -2.53 -0.65 0.05 0.042
C -1.18 -0.08 0.01 0.325
C -0.78 1.15 -0.09 -0.234
C 0.68 1.04 -0.02 -0.423
C 1.02 -0.19 0.03 0.172
N 2.23 -0.98 -0.27 -0.589
O -0.21 -0.95 0.17 -0.362
H -1.37 1.94 -0.21 0.594
H 1.09 2.06 0.16 0.299
H 1.94 -2.06 -0.28 0.316
H 2.90 -0.66 0.58 0.313
```



C3H5F2P | the ωB97M-V functional and the def2-TZVPD basis

For the largest force on an atom, the calculation gives 0.0621 hartree/bohr. The HOMO energy is -10.050 eV. For the lowest unoccupied orbital energy, the calculation gives 0.93 eV. The net charge is 0. For the calculated total energy, the calculation gives -658.32777 Eh. As for the energy relative to the best compared isomer or geometry (same formula, charge and spin): 48.2 kcal per mole.

```
11
Properties=species:S:1:pos:R:3:mulliken_charge:R:1
C -1.94 -0.33 -0.46 -0.719
C -0.89 -0.15 0.36 -0.334
C 0.59 -0.41 0.06 0.670
F 0.84 -1.22 -1.00 -0.243
F 1.11 -0.99 1.23 -0.276
P 1.38 1.33 -0.20 -0.083
H -2.85 0.08 -0.22 0.302
H -1.81 -0.79 -1.46 0.245
H -0.80 0.28 1.35 0.313
H 2.47 0.82 -0.81 0.049
H 1.90 1.37 1.15 0.075
```



C48H104F4N9O10S4 | the ωB97M-V functional and the def2-TZVPD basis

For the largest force on an atom, the calculation gives 0.2102 hartree/bohr. The HOMO energy is -8.605 eV. For the lowest unoccupied orbital energy, the calculation gives -4.00 eV. The net charge is +3. For the calculated total energy, the calculation gives -5127.37099 Eh.

```
179
Properties=species:S:1:pos:R:3:mulliken_charge:R:1
C -10.21 6.57 -7.37 -0.958
C -9.93 5.15 -8.00 -0.654
N -8.76 4.52 -7.44 0.180
C -8.72 3.98 -6.12 -0.561
C -7.55 3.37 -6.03 -0.293
N -6.78 3.58 -7.15 0.121
C -7.53 4.39 -7.98 0.031
C -5.44 3.06 -7.22 -0.754
H -11.24 6.85 -7.60 0.339
H -9.52 7.23 -7.89 0.309
H -10.02 6.63 -6.30 0.347
H -9.92 5.15 -9.09 0.381
H -10.79 4.51 -7.79 0.350
H -9.32 4.33 -5.29 0.389
H -7.09 2.86 -5.20 0.441
H -7.21 4.70 -8.97 0.373
H -4.98 3.11 -6.23 0.314
H -4.91 3.59 -8.01 0.325
H -5.38 2.03 -7.57 0.320
C 0.86 -1.43 9.23 -1.248
C 1.31 -1.88 10.60 -0.210
C 0.21 -1.37 11.63 -1.052
N 0.42 -1.73 13.14 0.183
C -0.66 -0.90 13.93 -1.062
C 1.84 -1.30 13.56 -0.628
C 2.65 -2.64 13.46 -0.548
C 1.54 -3.70 13.68 -0.589
C 0.19 -3.19 13.44 -0.474
H 1.65 -1.90 8.65 0.373
H 0.87 -0.36 9.02 0.324
H -0.15 -1.84 9.12 0.349
H 2.33 -1.60 10.84 0.357
H 1.32 -2.95 10.76 0.348
H -0.82 -1.59 11.34 0.463
H 0.32 -0.29 11.51 0.419
H -0.34 0.13 13.80 0.395
H -0.66 -1.21 14.98 0.439
H -1.65 -1.21 13.61 0.416
H 1.85 -1.11 14.64 0.450
H 2.13 -0.41 13.01 0.324
H 3.43 -2.71 14.23 0.451
H 3.20 -2.90 12.56 0.206
H 1.53 -3.95 14.74 0.331
H 1.81 -4.64 13.21 0.356
H -0.54 -3.32 14.25 0.382
H -0.24 -3.60 12.53 0.247
C 6.67 0.62 -4.17 -1.522
C 7.77 1.56 -4.64 -0.052
C 7.77 1.60 -6.09 -0.905
N 9.14 1.98 -6.81 0.123
C 10.19 0.84 -6.55 -0.877
C 9.65 3.40 -6.30 -0.601
C 10.58 3.95 -7.39 -0.722
C 10.18 3.18 -8.63 -0.641
C 8.98 2.30 -8.30 -0.575
H 5.65 0.90 -4.45 0.360
H 6.56 0.48 -3.09 0.395
H 6.82 -0.41 -4.51 0.379
H 8.69 1.17 -4.19 0.242
H 7.65 2.58 -4.28 0.353
H 7.05 2.30 -6.50 0.409
H 7.41 0.66 -6.51 0.482
H 11.17 1.27 -6.73 0.391
H 9.83 0.01 -7.17 0.344
H 10.08 0.56 -5.50 0.297
H 10.09 3.34 -5.31 0.395
H 8.70 3.94 -6.22 0.431
H 11.59 3.74 -7.04 0.354
H 10.49 5.04 -7.44 0.374
H 11.00 2.49 -8.85 0.302
H 10.03 3.56 -9.64 0.445
H 9.07 1.40 -8.92 0.368
H 8.00 2.75 -8.42 0.450
C -4.01 -6.63 3.54 -1.556
C -5.24 -6.14 2.82 -0.090
C -6.45 -7.01 2.99 -0.672
N -7.74 -6.57 2.24 0.085
C -8.13 -5.13 2.77 -0.875
C -7.59 -6.60 0.71 -0.660
C -9.09 -6.81 0.13 -0.583
C -9.85 -7.45 1.28 -0.526
C -8.82 -7.59 2.46 -0.682
H -3.50 -7.51 3.16 0.376
H -4.25 -6.58 4.61 0.350
H -3.22 -5.89 3.46 0.422
H -4.79 -5.91 1.85 0.316
H -5.59 -5.21 3.27 0.252
H -6.81 -7.12 4.01 0.380
H -6.24 -8.01 2.62 0.387
H -8.32 -5.23 3.84 0.328
H -9.00 -4.84 2.18 0.417
H -7.29 -4.45 2.67 0.365
H -7.01 -5.73 0.39 0.464
H -6.96 -7.48 0.62 0.379
H -9.57 -5.85 -0.07 0.322
H -9.17 -7.47 -0.74 0.367
H -10.70 -6.86 1.61 0.320
H -10.21 -8.38 0.85 0.321
H -9.21 -7.47 3.47 0.454
H -8.44 -8.60 2.35 0.340
C 10.13 7.08 7.33 -1.266
C 8.87 7.58 6.62 -0.179
C 9.09 8.19 5.27 -0.807
N 8.54 7.56 3.92 0.200
C 8.77 8.60 2.80 -1.123
C 7.01 7.48 4.01 -0.580
C 6.63 6.13 3.39 -0.561
C 7.84 5.30 3.81 -0.508
C 9.06 6.13 3.63 -0.426
H 10.09 6.01 7.58 0.329
H 10.30 7.48 8.33 0.362
H 11.05 7.30 6.78 0.307
H 8.52 8.43 7.21 0.409
H 8.25 6.69 6.54 0.238
H 10.16 8.14 5.05 0.479
H 8.74 9.21 5.42 0.268
H 8.26 8.24 1.91 0.448
H 9.83 8.77 2.61 0.340
H 8.34 9.52 3.19 0.461
H 6.61 8.35 3.49 0.310
H 6.77 7.49 5.08 0.326
H 6.50 6.13 2.31 0.324
H 5.70 5.62 3.68 0.371
H 7.95 4.38 3.25 0.391
H 7.67 5.08 4.86 0.246
H 9.43 6.23 2.61 0.340
H 9.84 5.87 4.35 0.299
C -5.32 -6.03 -6.92 -1.393
C -4.30 -7.07 -6.42 -0.254
C -2.90 -6.91 -7.10 -0.693
N -1.98 -8.11 -6.71 0.088
C -2.66 -9.46 -7.07 -1.070
C -0.58 -8.00 -7.33 -0.456
C 0.44 -8.20 -6.23 -0.587
C -0.34 -8.80 -5.06 -0.699
C -1.68 -8.15 -5.17 -0.670
H -4.96 -5.05 -6.59 0.368
H -6.19 -6.22 -6.29 0.386
H -5.53 -6.03 -7.99 0.352
H -4.72 -7.97 -6.86 0.278
H -4.29 -7.17 -5.33 0.320
H -2.46 -5.96 -6.79 0.456
H -3.02 -6.99 -8.18 0.456
H -3.44 -9.70 -6.35 0.356
H -1.88 -10.22 -7.03 0.451
H -3.03 -9.22 -8.06 0.414
H -0.43 -8.72 -8.13 0.333
H -0.61 -7.01 -7.77 0.344
H 1.28 -8.80 -6.58 0.332
H 0.85 -7.29 -5.80 0.323
H -0.36 -9.89 -5.13 0.317
H 0.04 -8.50 -4.08 0.393
H -2.63 -8.49 -4.76 0.476
H -1.46 -7.10 -5.00 0.379
N -12.01 3.43 1.70 -0.211
S -10.40 2.97 2.08 1.084
O -9.50 3.05 0.97 -0.550
O -10.02 2.14 3.20 -0.534
F -10.10 4.50 2.65 -0.324
S -12.50 2.03 1.64 1.067
O -12.91 1.36 2.88 -0.589
O -11.95 1.19 0.53 -0.611
F -14.02 2.23 1.01 -0.332
N 3.27 9.95 -4.33 -0.317
S 4.21 10.46 -5.68 1.085
O 3.45 11.22 -6.75 -0.560
O 5.45 9.75 -6.05 -0.543
F 4.96 11.76 -4.99 -0.306
S 3.14 8.53 -4.88 1.115
O 4.20 7.64 -4.48 -0.606
O 2.59 8.39 -6.24 -0.585
F 1.95 7.95 -4.00 -0.282
C -1.42 0.68 -0.18 -0.813
C -1.56 -0.68 -0.86 0.533
O -0.68 -1.55 -0.76 -0.732
O -2.66 -0.94 -1.43 -0.742
H -0.69 1.29 -0.71 0.201
H -1.02 0.67 0.83 0.246
H -2.26 1.35 -0.03 0.308
```



C14H29N2O4 | the ωB97M-V functional and the def2-TZVPD basis

For the largest force on an atom, the calculation gives 0.0123 hartree/bohr. The HOMO energy is -12.807 eV. For the lowest unoccupied orbital energy, the calculation gives -2.78 eV. The net charge is +1. For the calculated total energy, the calculation gives -961.09785 Eh.

```
49
Properties=species:S:1:pos:R:3:mulliken_charge:R:1
C -2.58 -1.37 -5.63 -0.952
C -1.15 -1.45 -5.22 0.691
O -0.24 -0.82 -5.69 -0.509
O -0.92 -2.36 -4.20 -0.311
C -0.30 -1.81 -3.05 -0.480
C -0.01 -2.96 -2.11 -0.686
C 0.55 -2.46 -0.78 -0.379
N -0.49 -1.96 0.13 0.250
C -0.31 -0.89 0.96 -0.307
C -1.46 -0.69 1.64 -0.580
N -2.33 -1.67 1.21 -0.008
C -1.72 -2.43 0.30 -0.195
H -2.72 -0.51 -6.27 0.344
H -3.21 -1.27 -4.74 0.295
H -2.87 -2.28 -6.15 0.285
H 0.62 -1.29 -3.34 0.356
H -0.97 -1.07 -2.59 0.306
H -0.92 -3.53 -1.99 0.232
H 0.73 -3.60 -2.58 0.369
H 1.21 -1.62 -0.96 0.404
H 1.13 -3.23 -0.28 0.202
H 0.62 -0.34 1.01 0.530
H -1.68 0.08 2.35 0.427
H -3.27 -1.78 1.54 0.254
H -2.14 -3.28 -0.20 0.404
C -1.72 4.26 3.06 -1.346
C -2.11 3.36 1.90 0.714
C -2.36 4.16 0.63 -1.357
O -3.26 2.58 2.23 -0.537
H -2.52 4.96 3.28 0.345
H -1.54 3.67 3.96 0.332
H -0.82 4.83 2.84 0.373
H -1.32 2.64 1.71 0.096
H -3.19 4.87 0.79 0.352
H -2.64 3.51 -0.19 0.327
H -1.48 4.73 0.34 0.373
H -3.99 3.19 2.40 0.342
C 5.18 0.58 1.38 -1.373
C 3.82 0.08 1.84 0.412
C 3.92 -0.79 3.09 -1.261
O 3.17 -0.65 0.78 -0.432
H 5.82 -0.27 1.14 0.363
H 5.08 1.19 0.49 0.342
H 5.66 1.16 2.16 0.388
H 3.17 0.93 2.04 0.238
H 4.53 -1.67 2.89 0.341
H 2.93 -1.13 3.40 0.301
H 4.37 -0.24 3.91 0.395
H 3.72 -1.41 0.58 0.329
```



calculated total energy of number 3 (C5H4N2O)?
-377.55347 Eh